DFT (wB97M-V/def2-TZVPD) results for 12 unconnected molecules or ions with the total composition C19H57Br2ClN4O15P at a distorted geometry.

HOMO level = -11.19 eV
Net charge = +1
Electronic energy = -219171.680 eV

Each line ends with the Mulliken charge.
CARTESIAN COORDINATES (ANGSTROEM)
C 2.649 3.495 -2.155  -0.53
N 1.223 2.992 -2.174  -0.34
C 0.946 2.014 -1.037  -0.59
C 1.400 0.480 -1.395  0.20
C 0.421 -0.720 -1.932  0.31
C -1.179 -0.777 -2.287  -0.43
Br -1.373 -0.199 -4.209  0.07
C -2.140 0.140 -1.327  -0.46
C -2.102 -0.288 0.276  -0.70
Br -4.049 -0.260 -1.926  -0.10
N 1.281 -1.959 -2.138  0.05
Cl 0.789 -3.505 -2.729  0.13
C 2.716 -1.575 -1.762  -0.07
P 4.143 -2.862 -1.885  0.36
O 5.444 -2.306 -2.903  -0.49
O 4.663 -3.113 -0.227  -0.44
N 2.804 -0.130 -1.319  0.14
O 3.863 0.609 -0.946  0.15
N 4.670 -0.044 -0.092  0.18
O 5.454 0.761 0.436  -0.33
H 3.279 3.175 -1.222  -0.03
H 3.212 3.228 -3.167  0.16
H 2.614 4.687 -2.134  0.38
H 0.610 3.835 -2.005  0.35
H 1.605 2.345 -0.099  0.36
H -0.169 2.141 -0.703  0.22
H -1.546 -1.893 -2.232  0.59
H -2.019 1.307 -1.497  0.47
H -3.011 0.304 0.775  0.29
H -1.133 0.053 0.836  0.22
H -2.369 -1.437 0.443  0.30
H 5.011 -1.785 -3.662  0.35
H 5.508 -2.571 -0.050  0.31
C -2.779 -4.787 1.540  -0.58
O -2.950 -3.405 1.795  -0.44
H -3.221 -5.026 0.570  0.15
H -1.713 -5.025 1.521  0.30
H -3.280 -5.367 2.319  0.34
H -2.549 -3.222 2.662  0.25
C -6.676 -2.439 0.990  -0.46
O -7.155 -1.399 0.158  -0.45
H -7.517 -2.877 1.532  0.23
H -6.201 -3.208 0.376  0.23
H -5.956 -2.033 1.705  0.24
H -6.387 -1.029 -0.309  0.17
C -5.070 -8.151 2.614  -0.58
O -4.469 -6.968 2.120  -0.44
H -4.606 -8.415 3.566  0.23
H -6.139 -7.981 2.766  0.25
H -4.918 -8.964 1.899  0.24
H -4.901 -6.759 1.275  0.28
C -10.221 -1.959 2.732  -0.54
O -10.336 -1.268 1.502  -0.51
H -11.082 -1.714 3.359  0.25
H -10.202 -3.036 2.546  0.24
H -9.304 -1.650 3.240  0.24
H -9.559 -1.505 0.967  0.31
C 7.265 -0.850 3.030  -0.53
O 7.867 0.332 2.537  -0.49
H 7.730 -1.114 3.983  0.29
H 6.197 -0.680 3.183  0.25
H 7.417 -1.663 2.316  0.20
H 7.435 0.542 1.691  0.32
C 10.096 -4.101 3.324  -0.54
O 9.520 -3.012 4.022  -0.48
H 9.831 -5.030 3.834  0.22
H 9.708 -4.126 2.303  0.24
H 11.183 -3.992 3.310  0.26
H 9.772 -2.202 3.546  0.30
C 5.098 6.665 -2.104  -0.46
O 3.965 6.257 -2.849  -0.50
H 4.763 7.166 -1.193  0.27
H 5.694 5.789 -1.836  0.13
H 5.697 7.358 -2.699  0.27
H 4.294 5.816 -3.650  0.28
C 6.991 2.898 -2.464  -0.28
O 6.512 3.938 -3.296  -0.47
H 6.150 2.459 -1.923  -0.14
H 7.467 2.129 -3.079  0.33
H 7.711 3.304 -1.749  0.30
H 7.280 4.307 -3.764  0.27
C -3.705 1.153 -7.169  -0.49
O -2.754 0.105 -7.197  -0.48
H -3.918 1.468 -8.193  0.23
H -4.626 0.797 -6.700  0.25
H -3.301 1.998 -6.607  0.22
H -2.585 -0.153 -6.275  0.16
C -3.405 3.067 2.845  -0.58
O -2.454 2.019 2.817  -0.49
H -3.618 3.381 1.821  0.21
H -4.326 2.711 3.313  0.31
H -3.001 3.912 3.407  0.28
H -2.285 1.761 3.739  0.27
C -5.459 6.371 3.144  -0.53
O -4.491 5.685 3.915  -0.45
H -5.337 6.097 2.094  0.21
H -6.460 6.088 3.478  0.27
H -5.318 7.449 3.255  0.25
H -4.624 5.948 4.842  0.28


DFT (wB97M-V/def2-TZVPD) results for a molecular structure, C19H57IN9O2P4 at a distorted geometry.

HOMO level = -9.51 eV
Net charge = +1
Electronic energy = -83377.161 eV

Each line ends with the Mulliken charge.
CARTESIAN COORDINATES (ANGSTROEM)
C 2.289 -3.467 -1.595  -0.79
C 2.341 -4.946 -1.193  -0.60
C 1.783 -5.936 -2.236  -0.88
I 3.265 -6.546 -3.685  0.22
P 0.205 -5.441 -3.058  0.85
C 0.514 -4.432 -4.554  -0.95
C 0.178 -2.920 -4.469  -0.61
N -1.184 -2.585 -4.902  -0.63
C -1.040 -4.756 -1.893  -1.20
N -2.235 -4.264 -2.602  -0.17
C -2.928 -3.356 -1.661  -1.22
P -0.710 -7.313 -3.810  0.07
N -2.092 -6.925 -4.457  -0.66
H 2.792 -3.304 -2.548  0.24
H 2.812 -2.909 -0.818  0.49
H 1.264 -3.099 -1.578  -0.03
H 3.395 -5.191 -1.051  0.43
H 1.871 -5.126 -0.224  0.35
H 1.549 -6.858 -1.699  0.59
H -0.116 -4.845 -5.350  0.58
H 1.540 -4.527 -4.905  0.44
H 0.410 -2.466 -3.506  0.24
H 0.842 -2.439 -5.194  0.39
H -1.638 -2.085 -4.152  0.29
H -1.710 -3.421 -5.112  0.28
H -0.638 -4.022 -1.197  0.56
H -1.363 -5.612 -1.277  0.61
H -2.817 -5.091 -2.698  0.29
H -3.257 -3.872 -0.751  0.41
H -3.813 -2.978 -2.171  0.42
H -2.290 -2.532 -1.346  0.40
H 0.200 -7.871 -4.737  0.16
H -0.937 -8.158 -2.699  0.18
H -2.096 -7.187 -5.439  0.26
O -2.867 -1.484 1.482  -0.83
P -1.739 -0.955 2.367  0.88
N -2.314 -1.681 3.819  0.23
C -2.687 -1.116 5.097  -1.05
C -2.182 -3.123 3.878  -1.10
N -2.135 0.704 2.098  0.27
C -2.415 1.712 3.112  -1.09
C -2.929 0.998 0.901  -0.80
N -0.214 -0.563 3.037  0.15
C 0.130 -0.070 4.357  -0.99
C 0.709 -0.062 2.001  -1.53
H -1.967 -1.383 5.884  0.40
H -3.662 -1.499 5.418  0.32
H -2.761 -0.034 5.091  0.26
H -1.146 -3.431 4.095  0.30
H -2.479 -3.586 2.933  0.24
H -2.826 -3.552 4.647  0.40
H -3.134 1.376 3.862  0.24
H -2.852 2.600 2.657  0.43
H -1.503 2.081 3.586  0.24
H -3.999 0.831 1.078  0.35
H -2.624 0.386 0.058  0.19
H -2.789 2.038 0.600  0.14
H -0.552 0.681 4.751  0.35
H 1.117 0.391 4.334  0.34
H 0.204 -0.884 5.083  0.28
H 0.548 1.002 1.794  0.75
H 0.570 -0.613 1.067  0.19
H 1.752 -0.207 2.292  0.45
O 0.798 3.588 0.563  -0.83
P 1.199 5.045 0.696  0.77
N 0.402 5.595 -0.723  0.26
C 0.892 6.287 -1.894  -1.04
C -1.048 5.593 -0.653  -0.92
N 2.888 4.691 0.603  0.17
C 3.834 5.253 -0.348  -1.00
C 3.237 3.310 0.963  -0.98
N 1.434 6.618 1.314  -0.03
C 1.796 7.842 0.626  -0.95
C 1.948 6.582 2.695  -1.12
H 0.527 7.324 -1.936  0.38
H 0.544 5.794 -2.808  0.33
H 1.975 6.332 -1.953  0.27
H -1.430 6.443 -0.069  0.29
H -1.419 4.675 -0.192  0.05
H -1.494 5.643 -1.648  0.41
H 3.478 5.217 -1.380  0.28
H 4.769 4.693 -0.336  0.40
H 4.132 6.269 -0.077  0.25
H 3.053 2.636 0.116  0.33
H 2.661 2.957 1.812  0.18
H 4.290 3.223 1.241  0.45
H 2.558 7.720 -0.143  0.34
H 2.190 8.565 1.339  0.38
H 0.924 8.321 0.175  0.25
H 3.033 6.436 2.720  0.36
H 1.484 5.766 3.255  0.30
H 1.704 7.501 3.230  0.43


DFT (wB97M-V/def2-TZVPD) results for a molecular structure, C19H58BaFeN2O17P at a distorted geometry.

HOMO level (alpha / beta) = -3.21 / -8.37 eV
<S²> = 8.759
Spin multiplicity = 6
Electronic energy = -102802.143 eV

Each line ends with the Mulliken spin population.
CARTESIAN COORDINATES (ANGSTROEM)
Fe -1.163 0.595 0.181  3.50
Ba 0.772 1.142 -3.785  1.36
P 0.813 -0.378 -0.699  -0.05
O 0.846 1.016 -0.068  0.17
O 0.079 -1.045 0.465  0.15
O 2.046 -1.038 -1.308  -0.09
O -0.407 0.009 -1.578  -0.08
C 0.451 -2.848 -3.866  0.00
O 1.277 -1.705 -3.757  -0.05
H 0.090 -3.043 -4.876  0.00
H 0.921 -3.769 -3.521  0.00
H -0.324 -2.585 -3.146  0.00
H 1.488 -1.604 -2.826  0.03
C -2.825 -0.836 -4.553  -0.01
O -1.676 -0.309 -3.966  -0.04
H -3.735 -0.755 -3.959  0.01
H -3.093 -0.361 -5.496  0.02
H -2.701 -1.907 -4.717  0.00
H -1.517 -0.653 -3.084  0.01
C 4.737 0.902 -2.219  0.00
O 3.421 0.625 -2.686  -0.07
H 4.735 1.350 -1.226  0.00
H 5.104 -0.123 -2.162  0.00
H 5.264 1.518 -2.948  0.00
H 3.028 -0.035 -2.111  0.01
C -3.001 4.454 1.058  0.02
C -1.947 3.348 1.057  -0.01
C -2.024 2.512 2.359  0.01
O -1.204 1.330 2.125  0.04
C -0.917 0.505 3.258  0.01
N -2.139 2.440 -0.066  -0.10
H -3.329 4.694 0.047  0.00
H -2.693 5.376 1.551  0.00
H -3.859 4.113 1.637  0.00
H -0.990 3.863 0.974  -0.01
H -3.030 2.149 2.572  0.00
H -1.632 2.979 3.263  0.00
H -0.404 -0.398 2.928  0.00
H -1.850 0.341 3.796  0.00
H -0.216 1.073 3.870  0.00
H -1.984 3.069 -0.841  0.07
H -3.135 2.280 -0.031  0.02
C -3.793 -2.145 -1.545  0.00
C -3.706 -0.675 -0.953  -0.06
C -5.052 0.025 -0.513  0.01
O -4.666 1.167 0.261  0.00
C -5.749 2.079 0.417  0.01
N -2.778 -0.833 0.190  0.13
H -2.816 -2.604 -1.695  0.00
H -4.409 -2.054 -2.439  0.00
H -4.331 -2.833 -0.892  0.00
H -3.337 0.043 -1.685  0.06
H -5.620 -0.688 0.084  0.00
H -5.603 0.288 -1.416  0.00
H -5.655 2.775 -0.417  0.00
H -5.541 2.646 1.324  0.00
H -6.740 1.628 0.468  0.00
H -2.275 -1.709 0.197  -0.01
H -3.360 -0.993 1.000  0.01
C 3.822 -2.527 0.881  0.00
C 3.537 -3.849 0.048  0.00
O 2.434 -3.659 -0.893  0.00
O 4.456 -1.583 0.113  0.00
H 4.343 -2.713 1.821  0.00
H 2.864 -2.177 1.266  0.00
H 3.261 -4.584 0.805  0.00
H 4.418 -4.242 -0.461  0.00
H 2.256 -2.716 -0.896  -0.01
H 3.906 -1.374 -0.646  0.00
C 1.852 4.075 0.348  0.00
C 2.320 3.723 -1.051  -0.01
O 1.425 2.808 -1.624  -0.04
O 1.876 2.998 1.235  -0.01
H 0.833 4.452 0.262  0.01
H 2.379 4.817 0.946  0.00
H 3.352 3.372 -1.046  0.01
H 2.379 4.663 -1.601  0.00
H 1.210 2.169 -0.940  0.01
H 1.417 2.273 0.806  0.00
C -0.417 -4.246 1.060  0.00
C -0.425 -3.621 2.511  0.00
O 0.555 -2.608 2.666  0.00
O -1.153 -3.405 0.217  0.00
H -0.782 -5.266 1.178  0.00
H 0.591 -4.301 0.651  0.00
H -0.322 -4.384 3.283  0.00
H -1.393 -3.127 2.597  0.00
H 0.514 -1.985 1.937  -0.01
H -0.742 -2.537 0.215  0.01
C 4.556 0.058 3.612  0.00
C 3.778 0.796 2.483  0.00
O 2.458 0.212 2.390  0.00
O 5.820 0.641 3.876  0.00
H 4.770 -0.968 3.311  0.00
H 3.972 0.100 4.531  0.00
H 4.364 0.666 1.574  0.00
H 3.708 1.863 2.694  0.00
H 2.237 0.307 1.461  0.01
H 5.724 1.471 4.349  0.00


DFT (wB97M-V/def2-TZVPD) results for a molecular structure, C19H58N2O11 at a distorted geometry.

ΔE to the lowest compared entry with this formula, charge and spin = 623.57 kcal per mole
HOMO level = -8.11 eV
Electronic energy = -46115.695 eV

Each line ends with the Mulliken charge.
CARTESIAN COORDINATES (ANGSTROEM)
C 0.417 0.816 -0.030  -1.39
O 1.704 0.481 0.451  -0.62
H -0.331 -0.136 0.143  -0.06
H 0.590 0.942 -0.991  0.83
H 0.026 1.711 0.355  0.66
H 2.206 1.238 0.145  0.57
C 1.686 -2.767 1.648  -4.53
O 1.301 -2.296 0.335  1.23
H 0.930 -3.237 1.947  1.28
H 1.923 -2.126 2.382  1.38
H 2.511 -3.391 1.610  1.61
H 1.108 -1.322 0.305  -0.57
C 3.114 -3.674 -1.725  -0.57
O 4.330 -4.183 -1.445  -0.51
H 2.255 -4.344 -1.802  0.23
H 3.118 -3.106 -2.632  0.51
H 2.984 -2.839 -0.921  -0.08
H 4.735 -4.310 -2.267  0.36
C -2.189 -2.574 -1.313  -0.86
O -3.070 -2.964 -0.342  -0.58
H -1.908 -3.418 -2.002  0.33
H -1.237 -2.148 -0.818  0.17
H -2.665 -1.956 -1.985  0.49
H -3.975 -2.730 -0.424  0.36
C 3.445 -0.306 1.009  -0.20
O 3.809 1.053 1.430  -0.65
H 4.228 -0.782 0.675  0.80
H 2.689 0.143 0.151  0.00
H 3.034 -0.918 1.748  -0.45
H 3.035 1.529 1.482  0.31
C 0.129 -4.383 0.627  -0.14
O 0.241 -5.718 0.221  -0.54
H -0.689 -3.803 0.153  -0.05
H 0.977 -3.647 0.406  0.25
H -0.420 -4.476 1.561  0.51
H -0.422 -6.299 0.348  0.27
C 3.854 -4.304 1.664  -1.04
O 3.515 -4.834 0.393  -0.49
H 4.152 -3.318 1.447  0.30
H 4.367 -5.094 2.197  0.35
H 2.744 -4.029 2.189  -0.05
H 3.742 -4.204 -0.154  0.49
C 0.338 -2.016 -3.041  0.18
O 0.035 -0.805 -3.646  -0.40
C -1.233 -0.149 -3.480  -0.33
C -1.428 0.984 -4.412  -0.66
N -2.522 1.885 -4.058  -0.27
C -2.793 2.883 -5.074  -1.69
C -3.765 3.929 -4.495  -0.41
O -4.191 4.731 -5.579  -0.29
C -5.285 5.644 -5.308  -0.96
H 1.260 -2.572 -3.322  0.12
H -0.623 -2.498 -3.022  0.29
H 0.623 -1.823 -2.047  -0.31
H -1.224 0.148 -2.433  0.24
H -1.994 -0.690 -3.712  0.37
H -1.384 0.558 -5.552  0.24
H -0.612 1.808 -4.474  0.40
H -2.403 2.508 -3.121  0.25
H -3.142 2.438 -5.818  0.79
H -2.134 3.315 -5.460  0.81
H -3.248 4.727 -3.805  0.26
H -4.540 3.511 -3.770  0.38
H -5.960 5.098 -4.763  0.41
H -5.657 5.698 -6.436  0.20
H -5.061 6.424 -4.940  0.44
C -4.208 4.721 2.928  -0.84
O -3.475 3.734 3.587  -0.32
C -2.398 3.122 2.990  -0.64
C -1.440 2.619 4.136  -0.50
N -0.289 1.888 3.662  -0.14
C 0.681 1.777 4.746  -0.83
C 1.997 1.097 4.312  -0.14
O 2.891 0.791 5.361  -0.45
C 4.077 0.261 4.762  -0.32
H -4.689 4.153 2.191  0.36
H -3.765 5.560 2.536  0.36
H -5.023 5.143 3.662  0.21
H -1.871 3.922 2.441  0.33
H -2.677 2.291 2.459  0.46
H -2.191 2.128 4.848  0.30
H -1.132 3.654 4.638  0.26
H 0.233 2.396 3.036  0.15
H 0.176 1.277 5.563  0.37
H 0.878 2.849 4.890  0.49
H 2.414 1.814 3.523  0.00
H 1.669 0.325 3.727  0.31
H 3.833 -0.672 4.042  -0.02
H 4.919 0.044 5.383  0.37
H 4.383 1.133 4.135  0.21


DFT (wB97M-V/def2-TZVPD) results for 10 unconnected molecules or ions with the total composition C19H59N7O16 at a distorted geometry.

ΔE to the lowest compared entry with this formula, charge and spin = 79.97 kcal per mole
HOMO level = -9.60 eV
SMILES = COC[C@H](C)N.NC(N)=O.NC(N)=O.NC(N)=O.OCCO.OCCO.OCCO.OCCO.OCCO.OCCO
Electronic energy = -63846.515 eV

Each line ends with the Mulliken charge.
CARTESIAN COORDINATES (ANGSTROEM)
C -1.160 0.792 8.103  -0.90
O -0.272 1.848 7.895  -0.46
C 1.075 1.345 7.866  0.45
C 1.621 1.187 9.347  0.17
C 2.992 1.813 9.640  -1.43
N 1.614 -0.195 9.842  -0.64
H -2.188 1.154 8.142  0.38
H -1.104 0.430 9.129  0.34
H -1.135 -0.210 7.675  0.26
H 1.241 0.563 7.125  -0.19
H 1.631 2.085 7.291  0.07
H 0.983 1.706 10.063  0.33
H 2.678 2.856 9.593  0.35
H 3.599 1.359 8.857  0.18
H 3.360 1.678 10.657  0.55
H 2.029 -0.043 10.750  0.25
H 0.693 -0.503 10.119  0.25
N 1.396 -5.051 7.278  -0.29
C 1.173 -4.052 8.120  0.56
N 1.817 -3.003 7.804  0.29
O 0.379 -4.094 9.007  -0.72
H 0.884 -5.893 7.501  0.21
H 2.188 -5.022 6.652  0.06
H 1.787 -2.278 8.506  0.10
H 2.519 -3.282 7.133  -0.29
N 6.348 -1.483 1.414  -0.33
C 7.410 -1.570 2.227  0.62
N 7.458 -2.697 2.857  -0.30
O 8.218 -0.692 2.336  -0.67
H 6.038 -0.633 0.964  0.22
H 5.733 -2.284 1.417  0.12
H 6.759 -3.406 2.687  0.10
H 8.249 -2.900 3.451  0.22
N 3.825 -0.342 3.153  0.42
C 3.194 -0.402 4.275  -1.34
N 3.300 -1.478 4.956  2.33
O 2.467 0.462 4.711  0.00
H 3.710 0.459 2.549  0.30
H 4.475 -1.068 2.886  -0.31
H 2.763 -1.545 5.809  -0.55
H 4.085 -2.106 4.869  -0.61
O 4.409 -4.088 6.013  0.05
C 5.109 -5.178 6.548  -0.54
C 6.410 -5.303 5.797  -0.24
O 7.017 -6.496 6.331  -0.56
H 5.061 -3.396 5.877  -0.26
H 5.294 -4.797 7.553  0.35
H 4.445 -6.035 6.653  0.40
H 6.971 -4.394 6.014  0.17
H 6.137 -5.287 4.741  0.17
H 6.554 -7.235 5.927  0.36
O 6.157 -1.987 5.573  -0.11
C 6.292 -1.351 6.880  -0.67
C 6.527 0.131 6.784  -0.16
O 7.931 0.202 6.669  -0.60
H 7.051 -2.168 5.274  0.02
H 5.480 -1.558 7.577  0.33
H 7.112 -1.914 7.327  0.57
H 6.225 0.548 7.745  0.21
H 5.986 0.627 5.979  0.14
H 8.188 0.752 5.925  0.36
O -1.526 -3.579 3.578  -0.58
C -1.046 -2.918 4.763  -1.07
C 0.401 -2.397 4.671  1.39
O 1.265 -3.429 4.578  -0.25
H -1.274 -4.499 3.692  0.34
H -1.702 -2.057 4.893  0.39
H -1.025 -3.543 5.656  0.58
H 0.602 -1.676 5.462  -0.55
H 0.469 -1.827 3.744  -0.54
H 1.055 -4.123 5.207  0.25
O 4.512 4.322 5.010  -0.58
C 3.938 3.832 3.752  -0.21
C 2.358 3.682 3.833  -0.11
O 2.047 3.195 5.084  -0.64
H 3.951 3.999 5.718  0.33
H 4.392 4.485 3.007  0.40
H 4.394 2.894 3.438  -0.06
H 2.131 2.887 3.123  0.04
H 1.761 4.530 3.497  0.38
H 1.938 2.244 5.011  0.40
O -2.355 0.934 4.244  -0.64
C -0.955 1.149 4.182  0.48
C -0.345 0.618 2.832  -0.26
O -0.776 1.548 1.773  -0.62
H -2.596 1.109 5.157  0.34
H -0.911 2.227 4.331  0.43
H -0.496 0.634 5.026  -0.41
H -0.771 -0.367 2.641  0.46
H 0.735 0.475 2.849  -0.10
H -1.731 1.583 1.859  0.36
O 2.651 -3.198 -0.558  -0.59
C 2.668 -2.966 0.834  -0.15
C 3.259 -4.147 1.607  0.06
O 4.735 -4.058 1.642  -0.49
H 1.937 -2.634 -0.865  0.35
H 3.277 -2.065 0.913  0.09
H 1.665 -2.636 1.102  0.35
H 2.856 -5.123 1.336  0.40
H 3.022 -3.962 2.655  -0.36
H 5.057 -4.313 0.774  0.25